No. 1
C6H13N4 | ωB97M-V/def2-TZVPD

```
23
C6H13N4 ωB97M-V/def2-TZVPD
C -0.325 0.218 0.194
C -0.817 -1.097 0.084
C -1.425 -1.617 1.366
C -1.678 -1.476 -1.150
C 3.044 0.532 -0.041
C -0.171 2.729 -0.104
N 0.569 -2.030 -0.144
N 1.576 -1.462 -0.060
N 1.919 -0.300 -0.101
N -0.787 1.409 0.113
H -1.053 -2.570 1.401
H -2.456 -1.441 1.481
H -1.033 -1.144 2.168
H -1.439 -0.738 -2.073
H -2.817 -1.284 -0.994
H -1.618 -2.537 -1.549
H 2.778 1.568 -0.362
H 3.692 0.588 0.824
H 3.820 0.207 -0.905
H -0.239 3.135 -1.087
H 0.919 2.657 0.253
H -0.637 3.333 0.647
H -1.824 1.322 0.040
```

Its relative energy (zero: lowest compared OMol25 entry of this formula, charge and spin) is 657.0 kJ/mol. The HOMO-LUMO gap (alpha / beta) is 0.32598 / 0.32601 Eh. Its spin multiplicity is 1. Its net charge is +1.



No. 2
C6H13N4 | ωB97M-V/def2-TZVPD

```
23
C6H13N4 ωB97M-V/def2-TZVPD
C -0.295 -2.128 -2.685
C -0.857 -0.063 0.715
C 1.850 -0.501 1.768
C -1.268 1.310 -2.054
C 0.927 0.453 2.476
C -0.269 0.154 -1.778
N -1.779 -1.829 -0.455
N -0.508 -1.018 -2.090
N -1.535 -0.979 0.393
N -0.348 0.857 1.542
H -0.406 -3.066 -2.163
H 0.192 -1.955 -3.655
H 2.475 -0.980 2.491
H 1.123 -1.216 1.229
H 2.528 0.118 1.158
H -2.247 0.794 -2.156
H -1.073 1.854 -3.046
H -1.405 1.995 -1.246
H 1.353 1.349 2.973
H 0.485 -0.189 3.431
H 0.582 0.359 -1.136
H -2.764 -2.159 -0.580
H -0.791 1.760 1.630
```

Its relative energy (zero: lowest compared OMol25 entry of this formula, charge and spin) is 541.3 kJ/mol. The HOMO-LUMO gap (alpha / beta) is 0.19441 / 0.26710 Eh. Its spin multiplicity is 3. Its net charge is +1.



No. 3
C6H13N4O | ωB97M-V/def2-TZVPD

```
24
C6H13N4O ωB97M-V/def2-TZVPD
C 1.476 -2.012 0.410
O 2.596 -1.158 0.420
C 2.338 0.109 -0.129
C 1.613 1.042 0.857
C 0.500 1.893 0.218
C -0.665 1.048 -0.151
N -1.541 0.539 0.709
C -2.383 -0.204 -0.021
N -3.393 -0.911 0.472
N -2.065 -0.127 -1.330
N -0.976 0.692 -1.401
H 1.090 -2.134 -0.614
H 0.669 -1.640 1.058
H 1.800 -2.982 0.782
H 3.302 0.523 -0.423
H 1.744 -0.011 -1.054
H 2.325 1.719 1.330
H 1.178 0.438 1.658
H 0.144 2.634 0.936
H 0.865 2.426 -0.665
H -3.536 -0.892 1.469
H -4.069 -1.375 -0.110
H -2.485 -0.542 -2.147
H -0.528 0.925 -2.274
```

Its relative energy (zero: lowest compared OMol25 entry of this formula, charge and spin) is 53.9 kJ/mol. The HOMO-LUMO gap is 0.36148 Eh. Its spin multiplicity is 1. Its SMILES is COCCCc1nc(N)[nH][nH+]1. Its net charge is +1.



No. 4
C6H13N4O | ωB97M-V/def2-TZVPD

```
24
C6H13N4O ωB97M-V/def2-TZVPD
C -2.050 0.274 -1.070
C -3.555 0.328 0.426
C -1.579 -0.496 -0.038
C -0.296 -1.243 0.151
C 0.854 -0.490 -0.506
C 1.093 0.921 0.102
N -3.269 0.776 -0.760
N -2.558 -0.447 0.920
N 2.174 -1.144 -0.300
N 2.402 1.332 -0.434
O 1.194 0.748 1.479
H -1.599 0.493 -2.017
H -4.458 0.539 0.961
H -0.098 -1.348 1.220
H -0.374 -2.242 -0.291
H 0.677 -0.390 -1.579
H 0.275 1.599 -0.174
H -2.549 -0.926 1.806
H 2.252 -1.468 0.669
H 2.385 -1.903 -0.947
H 2.321 1.783 -1.338
H 2.881 1.967 0.195
H 2.792 -0.246 -0.424
H 1.086 1.583 1.949
```

Its relative energy (zero: lowest compared OMol25 entry of this formula, charge and spin) is 0.0 kJ/mol. The HOMO-LUMO gap (alpha / beta) is 0.15127 / 0.30813 Eh. Its spin multiplicity is 3. Its net charge is +1.



No. 5
C6H13N4O2 | ωB97M-V/def2-TZVPD

```
25
C6H13N4O2 ωB97M-V/def2-TZVPD
C 0.109 -1.686 0.643
C -2.140 -2.035 0.814
C 1.468 1.469 -1.424
C -0.652 2.468 -0.569
C -0.582 -2.876 2.441
C -0.031 1.338 -1.357
N -0.940 -2.171 1.192
N -0.542 0.148 -0.745
N 0.293 -0.566 -0.179
N -3.344 -2.460 1.373
O -3.342 -2.857 2.477
O -4.262 -2.555 0.611
H 1.143 -2.052 0.899
H -2.417 -1.566 -0.174
H 1.670 2.518 -1.831
H 2.103 1.269 -0.589
H 1.900 0.899 -2.226
H -0.577 3.493 -0.956
H -0.161 2.516 0.398
H -1.708 2.187 -0.274
H -0.953 -3.938 2.329
H 0.468 -2.899 2.718
H -1.225 -2.393 3.276
H -0.529 1.392 -2.446
H 1.324 -0.136 -0.380
```

Its relative energy (zero: lowest compared OMol25 entry of this formula, charge and spin) is 97.9 kJ/mol. The HOMO-LUMO gap (alpha / beta) is 0.26892 / 0.28318 Eh. Its spin multiplicity is 3. Its net charge is +1.



No. 6
C6H13N4O2S | ωB97M-V/def2-TZVPD

```
26
C6H13N4O2S ωB97M-V/def2-TZVPD
C -2.504 -0.132 -1.417
C -1.522 0.618 -0.725
C -1.087 -1.857 -1.689
C 0.022 -0.864 -1.778
C 1.917 0.645 2.750
C 0.715 0.766 0.126
N -2.319 -1.358 -1.672
N -0.258 0.108 -0.664
N 2.465 0.100 -0.105
N -1.917 1.599 0.096
O 0.417 -1.290 1.726
O -0.661 0.847 2.212
S 0.534 0.125 1.841
H -3.500 0.336 -1.603
H -0.920 -2.426 -2.601
H -0.774 -2.553 -0.936
H 0.905 -1.325 -1.617
H 0.119 -0.479 -2.856
H 2.827 0.248 2.326
H 1.944 1.733 2.676
H 1.954 0.464 3.813
H 0.626 1.914 -0.012
H 2.254 -0.925 0.041
H 2.869 0.164 -0.968
H -2.885 1.914 0.053
H -1.221 1.626 0.982
```

Its relative energy (zero: lowest compared OMol25 entry of this formula, charge and spin) is 258.3 kJ/mol. The HOMO-LUMO gap is 0.34831 Eh. Its spin multiplicity is 1. Its net charge is +1.



- Number 5 is which compound?
  C6H13N4O2